Entry 1:
A single C6H9ClNP molecule at a distorted geometry. Source: OMol25; level of theory: the ωB97M-V functional and the def2-TZVPD basis.

Element x y z (Å)
1 C -1.262 2.257 -1.655
2 P 0.206 1.811 -0.964
3 N -0.153 0.247 -0.186
4 C -1.504 -0.109 -0.025
5 C -2.546 0.659 0.322
6 Cl -4.054 -0.113 0.540
7 C 1.022 -0.441 0.315
8 C 2.174 -0.429 -0.354
9 C 0.582 -1.175 1.429
10 H -1.928 1.483 -1.939
11 H -1.341 3.292 -2.052
12 H -1.757 -1.146 -0.227
13 H -2.486 1.715 0.678
14 H 2.308 0.335 -1.145
15 H 3.018 -1.054 -0.096
16 H 1.288 -1.767 1.959
17 H -0.053 -0.682 2.192
18 H -0.148 -1.918 1.269

**Molar mass**: 161.6 g/mol
**E_tot**: -1090.20214 Eh
**Largest force on an atom**: 4.41 eV Å⁻¹
**Highest occupied orbital energy**: -0.288 Eh
**SMILES**: C=PN(/C=C/Cl)C(=C)C

The Mulliken scheme yields these atomic charges, measured in e: C -0.720; P -0.018; N 0.051; C -0.609; C -0.017; Cl -0.187; C 0.943; C -1.017; C -1.460; H 0.422; H 0.249; H 0.354; H 0.404; H 0.190; H 0.289; H 0.373; H 0.372; H 0.379

Entry 2:
A single C6H9ClO molecule at a distorted geometry. Source: OMol25; level of theory: the ωB97M-V functional and the def2-TZVPD basis.

Element x y z (Å)
1 C 1.841 1.565 -0.067
2 C 0.745 1.137 -0.706
3 C -0.374 0.452 0.043
4 C -0.266 0.778 1.483
5 Cl -1.845 1.005 -0.828
6 C -0.167 -1.306 -0.090
7 C -1.090 -2.113 -0.876
8 O 0.833 -1.762 0.441
9 H 2.747 1.670 -0.644
10 H 1.798 1.781 0.979
11 H 0.782 1.020 -1.755
12 H 0.031 1.884 1.513
13 H -1.235 0.758 1.895
14 H 0.345 -0.013 2.002
15 H -2.082 -2.312 -0.378
16 H -1.461 -1.472 -1.763
17 H -0.602 -3.073 -1.251

**Molar mass**: 132.6 g/mol
**E_tot**: -769.38398 Eh
**Largest force on an atom**: 3.17 eV Å⁻¹
**Highest occupied orbital energy**: -0.349 Eh
**SMILES**: C=C[C@@](C)(Cl)C(C)=O

The Mulliken scheme yields these atomic charges, measured in e: C -0.746; C -0.536; C 1.231; C -1.748; Cl -0.210; C 0.682; C -1.068; O -0.525; H 0.243; H 0.216; H 0.371; H 0.456; H 0.431; H 0.314; H 0.277; H 0.301; H 0.310

Entry 3:
A single C6H9ClO molecule at a distorted geometry. Source: OMol25; level of theory: the ωB97M-V functional and the def2-TZVPD basis.

Element x y z (Å)
1 Cl 3.016 1.891 -1.035
2 C 1.360 1.233 -0.582
3 C 0.544 2.067 0.431
4 C 0.156 1.276 1.676
5 C -0.468 -0.127 1.361
6 C 0.504 -1.022 0.564
7 C 1.171 -0.347 -0.618
8 O 0.466 0.553 -1.440
9 H -0.424 2.400 -0.055
10 H 1.083 2.982 0.682
11 H 1.032 1.123 2.280
12 H -0.527 1.879 2.288
13 H -1.389 -0.037 0.785
14 H -0.751 -0.647 2.298
15 H -0.042 -1.867 0.121
16 H 1.278 -1.421 1.264
17 H 1.988 -0.938 -1.025

**Molar mass**: 132.6 g/mol
**E_tot**: -769.40691 Eh
**Largest force on an atom**: 3.67 eV Å⁻¹
**Highest occupied orbital energy**: -0.356 Eh
**SMILES**: Cl[C@]12CCCC[C@H]1O2

The Mulliken scheme yields these atomic charges, measured in e: Cl -0.231; C 0.569; C -0.800; C -0.652; C -0.722; C -0.535; C -0.207; O -0.442; H 0.254; H 0.400; H 0.343; H 0.328; H 0.319; H 0.314; H 0.288; H 0.302; H 0.471

Entry 4:
C6H9ClO2S as an isolated structure at a distorted geometry. Source: OMol25; level of theory: the ωB97M-V functional and the def2-TZVPD basis.

Element x y z (Å)
1 C 0.364 0.449 0.386
2 C -1.017 0.678 0.960
3 C 1.590 0.117 -1.910
4 C 0.109 0.407 -2.308
5 C 0.578 0.303 -0.902
6 C -1.073 1.209 2.377
7 O 0.815 -2.630 1.426
8 O 0.571 -3.076 -0.914
9 S -0.054 -2.883 0.339
10 Cl -1.910 -0.896 0.922
11 H 1.152 0.043 1.022
12 H -1.713 1.305 0.379
13 H 1.896 -0.898 -2.034
14 H 2.343 0.863 -2.192
15 H 0.073 1.332 -2.849
16 H -0.419 -0.468 -2.869
17 H -1.991 1.112 2.836
18 H -0.352 0.801 2.914
19 H -0.963 2.233 2.419

**Molar mass**: 180.7 g/mol
**E_tot**: -1242.77228 Eh
**Largest force on an atom**: 4.68 eV Å⁻¹
**Highest occupied orbital energy**: -0.362 Eh

The Mulliken scheme yields these atomic charges, measured in e: C -0.580; C 0.819; C -0.486; C -0.571; C -0.036; C -1.754; O -0.388; O -0.409; S 0.719; Cl -0.242; H 0.337; H 0.331; H 0.185; H 0.240; H 0.279; H 0.214; H 0.478; H 0.445; H 0.418

Entry 5:
A single C6H9ClS molecule at a distorted geometry. Source: OMol25; level of theory: the ωB97M-V functional and the def2-TZVPD basis.

Element x y z (Å)
1 C -0.740 1.831 -0.503
2 C 0.258 1.182 0.002
3 C 0.703 -0.090 -0.541
4 C -0.191 -1.170 -0.680
5 S -1.965 -1.169 -0.264
6 C -1.841 -0.462 1.449
7 C 2.214 -0.560 -0.861
8 Cl 3.286 -0.533 0.598
9 H -1.245 1.351 -1.345
10 H -1.340 2.782 0.050
11 H 0.909 1.633 0.891
12 H 0.189 -2.148 -1.105
13 H -1.425 0.689 1.454
14 H -2.965 -0.567 1.789
15 H -1.061 -1.052 1.979
16 H 2.344 -1.715 -1.167
17 H 2.870 -0.003 -1.746

**Molar mass**: 148.7 g/mol
**E_tot**: -1092.26435 Eh
**Largest force on an atom**: 4.94 eV Å⁻¹
**Highest occupied orbital energy**: -0.313 Eh
**SMILES**: C=C/C(=C\SC)CCl

The Mulliken scheme yields these atomic charges, measured in e: C -0.363; C -0.335; C 0.698; C -0.728; S -0.074; C -0.632; C -0.632; Cl -0.205; H 0.313; H 0.242; H 0.190; H 0.261; H 0.166; H 0.283; H 0.280; H 0.238; H 0.300

Entry 6:
A single C6H9ClS molecule at a distorted geometry. Source: OMol25; level of theory: the ωB97M-V functional and the def2-TZVPD basis.

Element x y z (Å)
1 S -1.292 1.899 -0.136
2 C -1.292 0.260 0.659
3 C -2.030 -0.937 -0.163
4 C -0.951 -2.032 -0.530
5 C 0.281 -1.128 -0.407
6 C 1.466 -0.728 0.439
7 Cl 2.528 0.478 -0.189
8 C 0.050 -0.446 0.905
9 H -0.526 1.500 -1.171
10 H -1.815 0.308 1.609
11 H -2.500 -0.510 -1.032
12 H -2.779 -1.372 0.506
13 H -1.080 -2.821 0.212
14 H -1.013 -2.447 -1.554
15 H 0.161 -0.405 -1.193
16 H 2.110 -1.458 0.950
17 H -0.021 -1.238 1.644

**Molar mass**: 148.7 g/mol
**E_tot**: -1092.27825 Eh
**Largest force on an atom**: 1.16 eV Å⁻¹
**Highest occupied orbital energy**: -0.333 Eh
**SMILES**: S[C@H]1CC[C@@H]2[C@@H](Cl)[C@H]21

The Mulliken scheme yields these atomic charges, measured in e: S -0.154; C -0.271; C -0.580; C -0.802; C -0.298; C 0.170; Cl -0.206; C -0.275; H 0.114; H 0.353; H 0.312; H 0.342; H 0.297; H 0.293; H 0.196; H 0.321; H 0.188

Entry 7:
C6H9CoO4 as an isolated structure at a distorted geometry. Source: OMol25; level of theory: the ωB97M-V functional and the def2-TZVPD basis.

Element x y z (Å)
1 O 1.814 2.515 0.696
2 C 1.413 1.408 1.154
3 O 2.005 0.342 0.828
4 O 0.218 1.429 1.715
5 C -0.903 0.601 1.339
6 Co 3.382 1.477 0.144
7 H -0.304 -0.009 0.641
8 H -1.459 1.057 2.178
9 C -2.547 -0.721 2.130
10 C -2.943 -0.597 0.801
11 H -1.793 -1.413 2.514
12 H -3.228 -0.315 2.886
13 H -3.391 -1.470 0.313
14 C -2.219 0.322 -0.038
15 C -1.966 -0.207 -1.437
16 O -1.226 0.743 -2.180
17 H -2.571 1.362 -0.048
18 H -2.935 -0.405 -1.926
19 H -1.417 -1.163 -1.376
20 H -0.643 0.282 -2.788

**Molar mass**: 204.1 g/mol
**E_tot**: -1917.37034 Eh
**Largest force on an atom**: 3.49 eV Å⁻¹
**Spin multiplicity**: 5
**Highest occupied orbital energy (alpha / beta)**: -0.245 / -0.290 Eh

The Mulliken scheme yields these atomic charges, measured in e: O -0.740; C 1.115; O -0.742; O -0.348; C -0.822; Co 0.423; H 0.484; H 0.540; C -0.937; C -0.446; H 0.379; H 0.407; H 0.331; C 0.182; C -0.649; O -0.514; H 0.353; H 0.290; H 0.378; H 0.315

Entry 8:
A single C6H9F molecule at a distorted geometry. Source: OMol25; level of theory: the ωB97M-V functional and the def2-TZVPD basis.

Element x y z (Å)
1 F 0.506 -0.940 1.167
2 C 0.599 -0.482 -0.112
3 C -0.633 -1.045 -0.870
4 C -1.656 -0.080 -0.058
5 C -0.845 1.321 0.414
6 C 0.485 1.029 -0.291
7 C 1.796 0.335 -0.337
8 H -0.455 -0.969 -1.989
9 H -0.697 -2.085 -0.668
10 H -2.670 0.107 -0.563
11 H -1.934 -0.725 0.769
12 H -0.723 1.311 1.480
13 H -1.503 2.188 0.236
14 H 0.168 1.173 -1.415
15 H 2.370 0.392 -1.264
16 H 2.414 0.600 0.433

**Molar mass**: 100.1 g/mol
**E_tot**: -333.73367 Eh
**Largest force on an atom**: 4.76 eV Å⁻¹
**Highest occupied orbital energy**: -0.321 Eh
**SMILES**: F[C@@]12CCC[C@H]1C2

The Mulliken scheme yields these atomic charges, measured in e: F -0.320; C 0.674; C -0.802; C -0.556; C -0.785; C 0.028; C -0.662; H 0.235; H 0.402; H 0.349; H 0.277; H 0.294; H 0.287; H 0.094; H 0.223; H 0.263

Entry 9:
A single C6H9F2N molecule at a distorted geometry. Source: OMol25; level of theory: the ωB97M-V functional and the def2-TZVPD basis.

Element x y z (Å)
1 C -0.088 -2.334 -0.550
2 C 0.077 -1.277 0.149
3 C 1.267 -0.375 0.547
4 F 2.423 -1.114 0.138
5 C 1.209 0.992 -0.056
6 C -0.176 1.600 0.256
7 C -1.300 0.750 -0.257
8 N -1.445 -0.410 0.675
9 F -2.608 -1.165 0.209
10 H -1.061 -2.645 -0.616
11 H 0.717 -2.748 -1.033
12 H 1.312 -0.320 1.521
13 H 1.532 1.201 -1.077
14 H 1.962 1.759 0.366
15 H -0.219 1.787 1.350
16 H -0.260 2.541 -0.268
17 H -2.300 1.249 -0.083
18 H -1.041 0.510 -1.270

**Molar mass**: 133.1 g/mol
**E_tot**: -488.33622 Eh
**Largest force on an atom**: 6.36 eV Å⁻¹
**Highest occupied orbital energy**: -0.361 Eh
**SMILES**: C=C1[C@@H](F)CCCN1F

The Mulliken scheme yields these atomic charges, measured in e: C -0.795; C 0.293; C -0.010; F -0.368; C -0.685; C -0.620; C -0.484; N -0.250; F -0.254; H 0.389; H 0.339; H 0.398; H 0.367; H 0.284; H 0.346; H 0.344; H 0.387; H 0.320

Entry 10:
C6H9FIP as an isolated structure at a distorted geometry. Source: OMol25; level of theory: the ωB97M-V functional and the def2-TZVPD basis.

Element x y z (Å)
1 C 1.023 2.209 -1.164
2 C 0.223 0.326 0.488
3 C 1.142 -0.697 0.715
4 C 0.384 1.266 -0.484
5 C 1.271 -1.433 1.964
6 C -1.052 -0.282 -2.274
7 F -0.446 -1.430 -2.146
8 P -2.821 -0.511 -2.072
9 I -0.677 0.632 -4.210
10 H 0.855 2.183 -2.245
11 H 1.715 2.967 -0.652
12 H -0.620 0.483 1.134
13 H 1.851 -0.847 -0.128
14 H 1.171 -2.488 1.976
15 H 2.029 -1.005 2.638
16 H 0.329 -1.283 2.519
17 H -2.847 -0.910 -0.644
18 H -3.140 0.742 -1.512

**Molar mass**: 258.0 g/mol
**E_tot**: -972.70366 Eh
**Largest force on an atom**: 2.81 eV Å⁻¹
**Highest occupied orbital energy (alpha / beta)**: -0.269 / -0.294 Eh

The Mulliken scheme yields these atomic charges, measured in e: C -0.527; C -0.063; C 0.039; C -0.072; C -1.152; C 0.106; F -0.181; P -0.145; I 0.013; H 0.035; H 0.245; H 0.291; H 0.349; H 0.368; H 0.276; H 0.310; H 0.047; H 0.059